A molecular structure, C15H25AuF9NO3P2, computed with wB97M-V/def2-TZVPD.

Kohn-Sham gap (alpha / beta): 6.17 / 6.52 eV

```
! wB97M-V def2-TZVPD RIJCOSX def2/J DEFGRID3
* xyz 0 3
C 0.986 -1.276 -4.062
C 1.061 -0.887 -2.717
N -0.134 -0.730 -2.049
C -1.316 -0.991 -2.577
C -1.409 -1.367 -3.915
C -0.243 -1.504 -4.663
C 2.287 -0.568 -2.043
P 2.361 -0.334 -0.284
Au -0.024 -0.156 0.038
P -2.413 0.010 -0.156
C -2.550 -0.994 -1.668
O 1.820 2.206 -2.841
O -0.820 2.667 -2.532
H 1.917 -1.400 -4.612
H -2.391 -1.565 -4.338
H -0.288 -1.800 -5.704
C 3.070 -1.715 0.596
C 3.374 1.091 0.107
H -3.445 -0.698 -2.229
H -2.709 -2.029 -1.319
H 2.049 1.279 -2.574
H 3.223 -0.818 -2.566
C -3.343 -0.777 1.132
C -3.130 1.605 -0.491
H 0.376 1.568 -0.011
H -0.733 3.568 -2.171
H 0.122 2.430 -2.764
H 2.174 2.286 -3.735
H -0.150 -1.738 0.505
H -0.124 1.400 -0.764
H 4.106 -1.846 0.270
H 3.047 -1.524 1.678
H 2.503 -2.630 0.390
H 4.420 0.858 -0.140
H 3.063 1.968 -0.477
H 3.310 1.326 1.180
H -4.198 1.474 -0.730
H -3.050 2.263 0.390
H -2.610 2.082 -1.337
H -4.398 -0.831 0.843
H -2.964 -1.790 1.326
H -3.256 -0.206 2.064
F 1.645 -1.727 3.556
C 1.418 -0.449 3.946
F 1.587 -0.366 5.256
F 2.370 0.302 3.347
C -0.001 -0.007 3.441
O -0.026 0.050 2.199
C -1.047 -0.999 4.116
F -0.821 -1.181 5.417
F -2.317 -0.549 3.981
F -0.985 -2.186 3.485
C -0.282 1.466 3.954
F -0.271 1.554 5.291
F 0.637 2.300 3.458
F -1.476 1.882 3.505
*
```